Entry 1:
{
  "formula": "H80O40",
  "method": "the ωB97M-V functional and the def2-TZVPD basis",
  "s_squared": 0.75,
  "e_above_lowest_kcal_mol": 123.7,
  "spin_multiplicity": 2,
  "lumo_ha": [0.0555, 0.0526],
  "total_charge": -1,
  "gap_ev": [2.3, 10.1],
  "symbols": ["H", "H", "O", "H", "H", "O", "H", "H", "O", "H", "H", "O", "H", "H", "O", "H", "O", "H", "O", "H", "H", "O", "H", "H", "O", "H", "H", "O", "H", "H", "O", "H", "O", "H", "H", "O", "H", "H", "O", "H", "H", "O", "H", "H", "O", "H", "H", "O", "H", "H", "O", "H", "O", "H", "H", "O", "H", "O", "H", "H", "O", "H", "H", "O", "H", "H", "O", "H", "H", "O", "H", "H", "O", "H", "H", "O", "H", "H", "O", "H", "H", "O", "H", "H", "O", "H", "H", "O", "H", "O", "H", "H", "O", "H", "H", "H", "H", "H", "H", "O", "H", "H", "O", "H", "H", "O", "H", "H", "O", "H", "H", "O", "H", "H", "O", "H", "H", "O", "H", "H"],
  "positions_angstrom": [[3.72, 5.65, -1.26], [2.58, 6.03, -0.07], [3.10, 5.47, -0.61], [5.87, 0.48, -2.88], [5.36, 2.02, -2.66], [6.08, 1.40, -2.69], [-3.35, -4.31, 0.86], [-1.94, -4.53, 1.38], [-2.56, -4.89, 0.73], [-3.55, -2.08, 4.32], [-3.35, -0.70, 4.97], [-2.93, -1.50, 4.66], [-5.51, -3.90, -1.00], [-5.82, -2.58, -0.33], [-5.22, -3.34, -0.29], [2.58, 1.64, -2.07], [2.59, 2.38, -2.64], [0.92, -4.53, 4.90], [0.61, -4.56, 3.94], [-0.50, -3.01, 5.45], [-1.03, -1.92, 4.34], [-0.37, -2.21, 4.93], [0.91, 0.27, 6.61], [0.40, 1.59, 6.45], [1.30, 1.13, 6.52], [2.12, -6.07, 1.42], [3.56, -5.60, 1.43], [2.84, -5.78, 0.81], [1.90, -0.28, -5.43], [2.30, 0.12, -4.27], [1.89, 0.66, -5.05], [-0.03, -3.42, -6.00], [0.26, -2.62, -5.58], [0.58, 4.83, 0.17], [-0.41, 5.73, 0.33], [0.55, 5.82, 0.26], [1.55, 1.92, 1.52], [2.92, 1.93, 0.63], [2.21, 1.42, 0.92], [-1.70, -4.68, -1.42], [-0.93, -5.89, -1.54], [-1.30, -5.21, -2.11], [1.90, 0.79, 4.48], [2.18, -0.08, 3.30], [1.29, 0.23, 3.82], [-3.44, 4.12, -1.33], [-3.80, 3.24, -2.41], [-4.18, 3.71, -1.70], [4.18, 1.89, 3.88], [5.19, 0.71, 3.75], [4.39, 1.05, 4.25], [-2.24, 0.68, -4.24], [-2.69, 0.60, -3.40], [-1.17, 1.49, 4.98], [-0.80, 0.15, 5.44], [-1.01, 1.05, 5.79], [-4.98, -0.13, -1.59], [-5.48, 0.36, -0.92], [0.36, 2.53, 3.53], [-0.63, 2.06, 2.22], [0.03, 2.64, 2.66], [0.10, 0.31, -6.29], [-0.88, 1.10, -5.41], [-0.84, 0.40, -6.07], [-1.32, 3.95, 1.73], [-2.41, 5.24, 1.45], [-1.82, 4.59, 1.18], [-1.00, -5.41, -3.76], [0.27, -4.70, -3.90], [-0.43, -5.07, -4.50], [-0.87, -0.56, -2.99], [-0.96, -0.73, -1.48], [-0.33, -0.81, -2.19], [-2.43, -1.47, -0.29], [-1.22, -2.00, 0.21], [-1.80, -2.13, -0.48], [1.78, -1.12, 1.36], [1.84, -2.28, 2.22], [2.35, -1.85, 1.53], [4.16, -1.26, -1.46], [3.83, -0.04, -2.05], [4.31, -0.87, -2.33], [2.25, 0.77, -0.68], [1.45, -0.41, -1.58], [2.13, 0.17, -1.46], [-0.04, 2.70, -4.47], [0.06, 3.88, -3.51], [-0.48, 3.53, -4.29], [-0.64, 4.22, 3.14], [-0.61, 4.47, 4.03], [-6.16, -0.24, 0.91], [-5.00, -0.98, 1.86], [-5.51, -0.24, 1.56], [-3.51, 0.15, -3.68], [2.23, 2.08, -3.46], [-5.09, 1.22, -1.05], [0.15, -5.44, 3.99], [-0.56, -2.25, -5.24], [-0.97, 5.34, 4.24], [5.40, -0.35, 1.71], [4.65, 0.14, 1.39], [5.27, -1.24, 1.44], [-2.38, 0.37, -0.36], [-2.15, 0.42, -1.23], [-3.17, 0.96, -0.31], [-0.38, -1.46, 2.14], [-0.41, -1.08, 3.01], [-0.28, -2.41, 2.38], [2.77, -1.83, -5.14], [1.94, -2.31, -5.04], [3.26, -2.28, -4.43], [5.26, 2.88, 2.04], [5.88, 2.98, 1.33], [5.54, 2.84, 2.96], [-4.79, -1.64, -3.73], [-5.02, -2.28, -3.06], [-3.94, -2.07, -4.01], [-3.61, 2.53, 1.48], [-4.36, 2.12, 1.92], [-3.02, 1.86, 1.25]]
}



Entry 2:
{
  "formula": "C4H4CaN2O4",
  "method": "the ωB97M-V functional and the def2-TZVPD basis",
  "e_above_lowest_kcal_mol": 100.6,
  "spin_multiplicity": 1,
  "lumo_ha": -0.3304,
  "total_charge": 2,
  "gap_ev": 10.2,
  "symbols": ["O", "C", "Ca", "C", "C", "O", "O", "N", "C", "N", "O", "H", "H", "H", "H"],
  "positions_angstrom": [[2.81, -1.11, 2.85], [2.34, -0.85, 1.90], [1.21, -0.33, 0.19], [1.63, -1.95, -1.11], [2.41, 1.21, -0.64], [1.71, -2.78, -1.79], [2.90, 2.08, -1.08], [-1.52, 0.21, 1.12], [-1.54, 0.42, -0.27], [-2.65, 0.79, -0.93], [-0.32, 0.23, -1.01], [-2.30, 0.34, 1.57], [-0.67, -0.07, 1.56], [-2.57, 0.91, -1.91], [-3.43, 0.91, -0.45]]
}



Entry 3:
{
  "formula": "C18H17ClN4OS",
  "method": "the ωB97M-V functional and the def2-TZVPD basis",
  "e_above_lowest_kcal_mol": 37.4,
  "spin_multiplicity": 1,
  "lumo_ha": -0.0014,
  "smiles": "CCc1n[nH]c(=S)n1/N=C/c1ccccc1OCc1ccc(Cl)cc1",
  "gap_ev": 7.9,
  "symbols": ["C", "H", "H", "H", "C", "C", "N", "N", "C", "S", "N", "N", "C", "C", "C", "C", "C", "C", "C", "O", "C", "C", "C", "C", "C", "C", "C", "H", "H", "Cl", "H", "H", "H", "H", "H", "H", "H", "H", "H", "H", "H", "H"],
  "positions_angstrom": [[-5.17, -1.36, 0.09], [-5.56, -2.30, 0.45], [-4.19, -1.54, -0.35], [-5.83, -0.97, -0.68], [-5.05, -0.37, 1.25], [-4.53, 0.94, 0.78], [-5.20, 2.04, 0.66], [-4.32, 2.95, 0.18], [-3.08, 2.43, -0.02], [-1.77, 3.27, -0.54], [-3.22, 1.10, 0.37], [-2.35, 0.08, 0.47], [-1.21, 0.11, -0.12], [-0.28, -0.97, 0.06], [-0.54, -2.03, 0.93], [0.38, -3.03, 1.13], [1.60, -2.98, 0.47], [1.89, -1.95, -0.41], [0.95, -0.94, -0.64], [1.12, 0.08, -1.51], [2.37, 0.27, -2.13], [3.46, 0.67, -1.16], [4.77, 0.25, -1.34], [5.76, 0.62, -0.45], [5.43, 1.42, 0.63], [4.12, 1.85, 0.83], [3.15, 1.47, -0.07], [2.13, 1.81, 0.07], [3.88, 2.47, 1.67], [6.66, 1.89, 1.75], [6.78, 0.30, -0.60], [5.02, -0.38, -2.19], [2.66, -0.62, -2.71], [2.19, 1.09, -2.84], [2.84, -1.93, -0.90], [2.34, -3.75, 0.63], [0.17, -3.84, 1.81], [-1.49, -2.03, 1.45], [-0.88, 0.93, -0.75], [-4.59, 3.90, 0.01], [-4.37, -0.76, 2.00], [-6.03, -0.19, 1.70]]
}



Entry 4:
{
  "formula": "C15H22N2O2",
  "method": "the ωB97M-V functional and the def2-TZVPD basis",
  "e_above_lowest_kcal_mol": 15.2,
  "spin_multiplicity": 1,
  "lumo_ha": 0.0258,
  "smiles": "CCCCOC[C@H](O)Cn1c(C)nc2ccccc21",
  "gap_ev": 8.9,
  "symbols": ["C", "C", "C", "C", "O", "C", "C", "O", "H", "H", "C", "N", "C", "N", "C", "C", "C", "C", "C", "C", "H", "H", "H", "H", "C", "H", "H", "H", "H", "H", "H", "H", "H", "H", "H", "H", "H", "H", "H", "H", "H"],
  "positions_angstrom": [[-3.40, -2.24, 0.83], [-4.30, -1.25, 0.09], [-4.23, 0.16, 0.68], [-3.05, 0.98, 0.16], [-1.83, 0.41, 0.62], [-0.68, 1.12, 0.26], [-0.31, 0.90, -1.22], [-0.48, -0.46, -1.55], [-1.08, -0.84, -0.89], [-0.98, 1.51, -1.86], [1.14, 1.33, -1.54], [2.11, 0.92, -0.57], [2.70, 1.70, 0.40], [3.53, 1.04, 1.15], [3.51, -0.26, 0.69], [4.20, -1.38, 1.12], [3.97, -2.57, 0.46], [3.08, -2.65, -0.62], [2.39, -1.54, -1.06], [2.61, -0.35, -0.40], [1.69, -1.61, -1.88], [2.94, -3.60, -1.11], [4.50, -3.46, 0.77], [4.88, -1.31, 1.95], [2.45, 3.15, 0.54], [2.75, 3.69, -0.36], [3.03, 3.52, 1.38], [1.39, 3.35, 0.73], [1.39, 0.88, -2.51], [1.17, 2.42, -1.64], [0.11, 0.72, 0.90], [-0.80, 2.20, 0.47], [-3.13, 2.01, 0.53], [-3.08, 1.00, -0.94], [-5.14, 0.71, 0.43], [-4.16, 0.10, 1.77], [-5.33, -1.61, 0.14], [-4.02, -1.21, -0.96], [-2.39, -1.87, 0.89], [-3.40, -3.20, 0.32], [-3.77, -2.39, 1.84]]
}



Entry 5:
{
  "formula": "C18H42FeO14S2",
  "method": "the ωB97M-V functional and the def2-TZVPD basis",
  "s_squared": 6.01,
  "spin_multiplicity": 5,
  "lumo_ha": [0.0130, 0.0129],
  "gap_ev": [8.6, 8.1],
  "symbols": ["Fe", "C", "C", "C", "O", "H", "H", "H", "H", "H", "H", "H", "C", "C", "C", "O", "H", "H", "H", "H", "H", "H", "H", "C", "O", "C", "C", "O", "C", "H", "H", "H", "H", "H", "H", "H", "H", "H", "H", "C", "O", "C", "C", "O", "C", "H", "H", "H", "H", "H", "H", "H", "H", "H", "H", "C", "C", "O", "S", "O", "O", "O", "H", "H", "H", "H", "C", "C", "O", "S", "O", "O", "O", "H", "H", "H", "H"],
  "positions_angstrom": [[-0.09, 0.61, -0.14], [-1.48, 0.74, 3.24], [-1.61, -0.45, 2.37], [-3.07, -0.97, 2.55], [-1.30, -0.28, 1.06], [-0.44, 0.92, 3.46], [-1.98, 0.66, 4.17], [-1.76, 1.69, 2.78], [-0.97, -1.24, 2.80], [-3.76, -0.26, 2.04], [-3.41, -1.04, 3.62], [-3.24, -1.98, 2.14], [2.31, -0.16, -2.99], [1.55, -1.01, -2.00], [2.23, -2.37, -1.85], [1.43, -0.30, -0.72], [1.82, 0.85, -3.06], [2.42, -0.66, -3.98], [3.31, -0.07, -2.54], [0.51, -1.21, -2.29], [1.76, -3.12, -2.54], [2.22, -2.77, -0.84], [3.31, -2.38, -2.15], [0.17, 3.57, -3.15], [-0.75, 2.70, -2.45], [-1.81, 2.24, -3.29], [-1.90, 0.77, -3.12], [-1.91, 0.41, -1.76], [-2.74, -0.76, -1.65], [-0.35, 4.53, -3.37], [0.56, 3.13, -4.07], [0.95, 3.76, -2.46], [-1.67, 2.48, -4.33], [-2.72, 2.71, -3.02], [-1.00, 0.35, -3.58], [-2.71, 0.38, -3.74], [-2.72, -1.15, -0.65], [-2.56, -1.44, -2.41], [-3.75, -0.42, -1.84], [2.68, 2.85, -0.29], [1.26, 2.69, -0.21], [0.66, 3.49, 0.83], [-0.77, 3.55, 0.57], [-1.25, 2.26, 0.44], [-2.72, 2.15, 0.61], [2.94, 3.96, -0.26], [3.04, 2.46, -1.22], [3.20, 2.33, 0.54], [1.05, 4.54, 0.88], [0.97, 3.00, 1.79], [-1.14, 4.17, -0.25], [-1.23, 4.02, 1.46], [-2.83, 1.09, 0.87], [-3.20, 2.41, -0.31], [-2.97, 2.88, 1.43], [3.70, -1.15, 2.11], [2.31, -1.62, 2.28], [1.55, -0.52, 2.74], [2.46, 0.28, 3.73], [2.55, -0.50, 4.97], [2.24, 1.66, 3.68], [3.85, 0.00, 2.97], [3.78, -0.86, 1.08], [4.42, -1.90, 2.32], [2.26, -2.44, 2.96], [2.07, -1.91, 1.25], [-0.90, -3.33, 0.74], [-1.49, -4.21, -0.35], [-0.50, -5.18, -0.75], [0.69, -5.23, 0.30], [1.92, -5.43, -0.39], [0.34, -6.12, 1.36], [0.54, -3.76, 0.86], [-1.37, -3.43, 1.73], [-0.90, -2.24, 0.57], [-1.65, -3.66, -1.30], [-2.37, -4.80, 0.00]]
}



Entry 6:
{
  "formula": "C36H53BMnN8S3Se",
  "method": "the ωB97M-V functional and the def2-TZVPD basis",
  "s_squared": 4.01,
  "e_above_lowest_kcal_mol": 16.1,
  "spin_multiplicity": 4,
  "lumo_ha": [-0.0204, -0.0127],
  "gap_ev": [4.5, 4.7],
  "symbols": ["Mn", "C", "C", "C", "C", "N", "C", "C", "N", "B", "N", "C", "C", "N", "C", "S", "C", "C", "C", "C", "N", "C", "C", "N", "C", "S", "C", "C", "C", "C", "C", "S", "H", "H", "H", "H", "H", "H", "H", "H", "H", "H", "H", "H", "H", "H", "H", "H", "H", "H", "H", "H", "H", "H", "H", "H", "H", "H", "H", "H", "H", "H", "H", "H", "H", "H", "C", "H", "H", "C", "C", "C", "C", "C", "C", "Se", "C", "C", "C", "H", "H", "H", "H", "H", "H", "H", "H", "H", "H", "H", "N", "C", "C", "C", "N", "C", "C", "H", "H", "H", "H", "H", "H"],
  "positions_angstrom": [[-0.09, 0.73, -0.11], [1.18, -2.17, 3.76], [-0.26, -2.26, 4.24], [-0.59, -1.18, 5.27], [-0.48, -3.62, 4.88], [-1.19, -2.12, 3.07], [-2.02, -3.13, 2.60], [-2.70, -2.64, 1.55], [-2.29, -1.33, 1.36], [-2.91, -0.43, 0.27], [-3.37, 0.92, 0.94], [-4.39, 0.85, 1.86], [-4.51, 2.05, 2.45], [-3.56, 2.88, 1.89], [-2.86, 2.17, 0.96], [-1.60, 2.81, -0.04], [-3.31, 4.29, 2.33], [-1.90, 4.40, 2.90], [-3.52, 5.25, 1.16], [-4.30, 4.65, 3.43], [-1.96, -0.09, -0.92], [-2.57, 0.54, -2.02], [-1.86, 0.26, -3.12], [-0.78, -0.55, -2.78], [-0.80, -0.74, -1.41], [0.24, -1.63, -0.41], [0.08, -1.15, -3.85], [1.12, -2.15, -3.34], [-0.85, -1.88, -4.83], [0.81, -0.02, -4.57], [-1.36, -1.03, 2.29], [-0.52, 0.48, 2.35], [1.85, -2.24, 4.62], [1.38, -1.23, 3.24], [1.42, -2.97, 3.06], [0.03, -1.34, 6.15], [-1.64, -1.25, 5.57], [-0.41, -0.18, 4.89], [0.16, -3.69, 5.76], [-0.20, -4.44, 4.21], [-1.51, -3.76, 5.21], [-2.05, -4.11, 3.03], [-3.43, -3.10, 0.91], [-3.89, -1.00, -0.15], [-4.94, -0.06, 2.02], [-5.19, 2.37, 3.22], [-1.15, 4.18, 2.14], [-1.76, 3.69, 3.72], [-1.74, 5.41, 3.28], [-2.78, 5.11, 0.38], [-3.46, 6.28, 1.53], [-4.51, 5.10, 0.72], [-4.18, 4.02, 4.31], [-5.34, 4.59, 3.08], [-4.11, 5.68, 3.73], [-3.46, 1.13, -1.91], [-2.04, 0.59, -4.13], [0.66, -2.99, -2.83], [1.84, -1.71, -2.66], [1.65, -2.53, -4.21], [-1.45, -2.62, -4.29], [-0.25, -2.40, -5.57], [-1.53, -1.20, -5.35], [1.53, 0.45, -3.89], [0.12, 0.75, -4.93], [1.36, -0.41, -5.42], [1.91, 0.90, -0.35], [2.55, 0.63, 0.48], [2.27, 0.50, -1.29], [4.04, -4.62, -4.69], [3.86, -3.93, -3.36], [4.50, -2.73, -3.07], [4.39, -2.11, -1.83], [5.10, -0.79, -1.63], [3.63, -2.70, -0.79], [3.51, -1.89, 0.94], [2.94, -3.89, -1.10], [2.03, -4.57, -0.11], [3.08, -4.48, -2.36], [4.51, -3.96, -5.42], [3.08, -4.95, -5.10], [4.67, -5.51, -4.59], [5.11, -2.26, -3.84], [5.88, -0.66, -2.38], [5.52, -0.72, -0.63], [4.40, 0.05, -1.73], [1.78, -3.90, 0.71], [2.50, -5.46, 0.31], [1.10, -4.89, -0.60], [2.54, -5.41, -2.56], [0.79, 6.39, -0.55], [1.16, 5.08, -0.52], [1.53, 4.45, 0.67], [1.77, 3.11, 0.68], [1.65, 2.35, -0.43], [1.41, 2.96, -1.60], [1.13, 4.30, -1.68], [1.07, 6.97, 0.23], [0.76, 6.86, -1.44], [1.62, 5.01, 1.59], [2.05, 2.56, 1.57], [1.42, 2.32, -2.47], [0.89, 4.73, -2.65]]
}



Entry 7:
{
  "formula": "C3H5CaO3",
  "method": "the ωB97M-V functional and the def2-TZVPD basis",
  "s_squared": 0.75,
  "e_above_lowest_kcal_mol": 108.4,
  "spin_multiplicity": 2,
  "lumo_ha": [-0.0274, -0.0412],
  "gap_ev": [4.5, 4.1],
  "symbols": ["H", "O", "C", "C", "O", "O", "C", "Ca", "H", "H", "H", "H"],
  "positions_angstrom": [[-2.76, -1.19, 0.03], [0.59, -0.31, -0.97], [1.24, 0.49, -0.20], [-0.87, -0.58, -0.31], [2.42, 0.81, -0.34], [0.55, 0.94, 0.82], [-0.69, 0.21, 0.99], [3.96, 0.86, -1.86], [-0.84, -1.66, -0.15], [-1.54, -0.09, -1.02], [-0.59, -0.43, 1.87], [-1.48, 0.96, 1.14]]
}